No. 1
A cluster of 4 separate species, C24H60BrFN4O10P3 in total at a distorted geometry, computed with the ωB97M-V functional and the def2-TZVPD basis.

Last column: Mulliken charge in e.
CARTESIAN COORDINATES (ANGSTROEM)
C -6.6597 -0.1879 -2.0998  -0.87
C -5.9366 -1.1635 -2.8245  -0.21
P -6.1514 -3.0589 -2.7742  1.37
C -6.6243 -2.9537 -0.9134  -1.06
F -5.7268 -3.1250 -4.5079  -0.65
C -6.4290 -4.9397 -2.8518  -0.88
C -5.4628 -5.8600 -1.9821  -0.67
O -4.3400 -6.4274 -2.7582  -0.27
C -3.3579 -6.9605 -1.8969  0.39
O -3.7042 -7.9258 -1.1667  -0.54
P -8.2482 -2.7274 -3.4484  -0.06
N -8.7820 -4.0881 -4.4937  -0.64
O -8.2831 -1.3785 -4.5673  -0.52
P -3.9872 -3.2226 -2.3506  0.14
O -3.5832 -1.7429 -1.5287  -0.32
Br -2.7203 -3.2611 -4.2339  -0.38
H -6.8432 0.8172 -2.6327  0.22
H -7.0217 -0.2521 -1.0302  0.22
H -5.1230 -0.7625 -3.5371  0.17
H -7.6717 -2.4736 -0.8905  0.43
H -6.7209 -3.9632 -0.4000  0.31
H -5.9114 -2.2453 -0.3500  0.26
H -6.4645 -5.3002 -3.9454  0.25
H -7.4913 -5.1325 -2.4398  0.42
H -5.1351 -5.4246 -0.9812  0.32
H -6.0897 -6.7914 -1.6982  0.40
H -2.3145 -6.4987 -1.8708  0.22
H -8.1188 -4.2250 -5.2704  0.23
H -9.7143 -3.8046 -4.8266  0.32
H -7.9513 -1.7766 -5.4036  0.29
H -2.6981 -1.4736 -1.8764  0.15
C -0.7670 -0.4301 -0.4106  -0.94
O -1.2282 0.7620 -1.0266  -0.39
C -2.0628 1.5553 -0.1809  -0.84
C -1.3422 2.8281 0.2596  -0.13
N -0.2620 2.5341 1.2043  -0.30
C 0.6398 3.6615 1.4460  -0.78
C 1.4283 4.2162 0.2488  -0.40
O 2.4161 3.3261 -0.2622  -0.41
C 1.9215 2.3488 -1.1674  -0.57
H -0.3194 -1.0575 -1.1855  0.13
H 0.0047 -0.2143 0.3340  0.44
H -1.5882 -0.9837 0.0520  0.53
H -2.4405 0.9870 0.6769  0.36
H -2.9273 1.8450 -0.7859  0.45
H -2.0580 3.5058 0.7351  0.38
H -0.9566 3.3151 -0.6432  0.16
H 0.2860 1.7602 0.8485  0.04
H 1.3641 3.3226 2.1942  0.40
H 0.0702 4.4759 1.9073  0.40
H 1.9804 5.0919 0.6075  0.28
H 0.7806 4.5822 -0.5546  0.35
H 1.0895 2.7217 -1.7691  0.31
H 1.6316 1.4478 -0.6247  0.13
H 2.7352 2.0709 -1.8408  0.33
C 4.4530 -3.1203 -0.4849  -0.69
O 4.2396 -4.4987 -0.7413  -0.33
C 4.4589 -5.3323 0.3984  -0.81
C 3.1409 -5.8905 0.9325  -0.17
N 2.3309 -4.8451 1.5602  -0.31
C 0.9501 -5.2482 1.8393  -0.91
C 0.0634 -5.6401 0.6465  -0.49
O -0.2570 -4.5591 -0.2210  -0.21
C 0.7374 -4.2588 -1.1885  -0.59
H 4.4641 -2.5983 -1.4442  0.23
H 3.6408 -2.7026 0.1154  0.27
H 5.4114 -2.9502 0.0137  0.34
H 5.0266 -4.8177 1.1829  0.39
H 5.0689 -6.1726 0.0518  0.39
H 3.3489 -6.6722 1.6697  0.40
H 2.6125 -6.3472 0.0883  0.16
H 2.3079 -4.0357 0.9520  0.04
H 0.4764 -4.3989 2.3415  0.37
H 0.9629 -6.0723 2.5613  0.42
H -0.8933 -5.9793 1.0572  0.33
H 0.4617 -6.4894 0.0808  0.41
H 1.2747 -5.1493 -1.5246  0.34
H 1.4317 -3.5147 -0.7924  0.06
H 0.2425 -3.8096 -2.0525  0.34
C 4.8150 4.5652 1.9578  -0.64
O 5.9171 5.4371 1.7534  -0.35
C 5.5947 6.5881 0.9719  -0.66
C 5.5850 7.8502 1.8324  -0.22
N 4.4449 7.8643 2.7511  -0.28
C 4.5288 8.8953 3.7876  -0.70
C 5.7080 8.8273 4.7715  -0.47
O 5.6660 7.7133 5.6563  -0.43
C 6.1788 6.5052 5.1143  -0.48
H 5.1973 3.6325 2.3786  0.29
H 4.1068 4.9913 2.6740  0.24
H 4.3050 4.3381 1.0182  0.32
H 4.6521 6.4649 0.4252  0.25
H 6.3922 6.6887 0.2289  0.41
H 5.5333 8.7316 1.1855  0.40
H 6.5342 7.8813 2.3789  0.15
H 4.3766 6.9619 3.2060  0.03
H 3.6046 8.8234 4.3698  0.37
H 4.5208 9.8798 3.3067  0.38
H 5.6411 9.7127 5.4125  0.35
H 6.6814 8.8934 4.2741  0.35
H 7.0016 6.6782 4.4164  0.27
H 5.3783 5.9400 4.6343  0.14
H 6.5516 5.8966 5.9409  0.31

total charge	-1
2S+1	1
orbital gap	5.4540	eV

No. 2
A structure of composition C24H60CrCsN4O12PS2 at a distorted geometry, computed with the ωB97M-V functional and the def2-TZVPD basis.

Last column: Löwdin spin population.
CARTESIAN COORDINATES (ANGSTROEM)
Cr 3.3197 0.0889 0.9531  2.84
Cs -0.0890 -0.0311 -3.6292  0.00
P 5.7104 -0.6184 -0.0589  -0.01
O 6.1124 -0.7110 -1.5347  0.14
O 6.7958 -0.6317 1.0376  0.59
O 4.4209 -1.3827 0.4100  0.03
O 5.0012 0.7475 0.2222  0.31
S 1.1517 -0.6096 -0.4157  0.01
O -0.0666 0.0831 -0.7483  0.00
O 2.3065 0.2151 -0.7069  0.02
O 1.4922 -0.6418 1.0152  0.02
O 1.2462 -1.9050 -1.0237  0.00
S 3.9442 1.2318 3.2857  0.01
O 3.2819 1.7085 2.0505  0.03
O 5.3981 1.3635 3.1664  0.00
O 3.3703 1.6343 4.5676  0.00
O 3.6795 -0.1356 2.8780  0.01
C 2.9983 3.8877 -0.4107  0.00
C 3.1864 4.6845 -1.7285  0.00
N 3.1494 3.9802 -3.0166  0.00
C 3.3557 4.8567 -4.1422  0.00
C 4.7358 5.4099 -4.2993  0.00
C 1.9985 3.1028 -3.1731  0.00
C 0.6416 3.8390 -3.2988  0.00
H 3.6266 3.0043 -0.2971  0.00
H 1.9794 3.5340 -0.2532  0.00
H 3.2085 4.5873 0.3984  0.00
H 2.4283 5.4641 -1.6532  0.00
H 4.0918 5.2908 -1.7010  0.00
H 3.1480 4.3042 -5.0586  0.00
H 2.5752 5.6120 -4.0501  0.00
H 5.0630 5.8788 -3.3713  0.00
H 5.4179 4.6234 -4.6223  0.00
H 4.6929 6.1691 -5.0803  0.00
H 1.9838 2.3972 -2.3424  0.00
H 2.1388 2.4227 -4.0133  0.00
H -0.1994 3.1460 -3.3228  0.00
H 0.6640 4.4724 -4.1856  0.00
H 0.4902 4.4030 -2.3785  0.00
C -3.7238 -5.1983 2.1686  0.00
C -3.6569 -3.6600 2.3966  0.00
N -2.2926 -3.2696 2.8750  0.00
C -2.2751 -1.9299 3.4864  0.00
C -3.2432 -1.8552 4.6102  0.00
C -1.3711 -3.2201 1.7680  0.00
C 0.0692 -3.3885 2.2597  0.00
H -3.1978 -5.5495 1.2809  0.00
H -4.7697 -5.4987 2.1060  0.00
H -3.2653 -5.7979 2.9549  0.00
H -4.0402 -3.1448 1.5159  0.00
H -4.4089 -3.4597 3.1599  0.00
H -1.2528 -1.6785 3.7689  0.00
H -2.5071 -1.1402 2.7718  0.00
H -3.0746 -0.9153 5.1358  0.00
H -4.2894 -1.8690 4.3046  0.00
H -3.0836 -2.6331 5.3569  0.00
H -1.4216 -2.2734 1.2300  0.00
H -1.4199 -4.0215 1.0308  0.00
H 0.7374 -3.4264 1.3994  0.00
H 0.2764 -4.1808 2.9791  0.00
H 0.3730 -2.4698 2.7614  0.00
C -1.9546 -2.7146 -1.5811  0.00
C -2.8464 -2.9414 -2.8179  0.00
N -2.1208 -2.8220 -4.1066  0.00
C -1.4014 -4.1008 -4.2441  0.00
C -0.3175 -3.9268 -5.2924  0.00
C -3.0836 -2.6398 -5.1898  0.00
C -3.4729 -1.2051 -5.3327  0.00
H -2.5133 -3.1795 -0.7688  0.00
H -1.8545 -1.6564 -1.3399  0.00
H -0.9275 -3.0740 -1.5180  0.00
H -3.4256 -3.8597 -2.7210  0.00
H -3.6489 -2.2050 -2.8613  0.00
H -0.9215 -4.3315 -3.2930  0.00
H -2.0663 -4.9196 -4.5188  0.00
H 0.4417 -4.7074 -5.2433  0.00
H -0.7376 -3.9786 -6.2968  0.00
H 0.2869 -3.0247 -5.1976  0.00
H -3.9846 -3.2198 -4.9902  0.00
H -2.7108 -2.9594 -6.1629  0.00
H -3.9585 -1.1315 -6.3057  0.00
H -2.5943 -0.5639 -5.2617  0.00
H -4.1445 -0.8914 -4.5335  0.00
C 0.0903 0.2820 5.5469  0.00
C 0.1971 0.7515 4.1043  0.00
N -1.0646 1.3248 3.5950  0.00
C -1.1036 1.4821 2.1122  0.00
C -0.1414 2.4236 1.3230  0.00
C -1.3626 2.5608 4.2772  0.00
C -2.8156 2.9831 4.1042  0.00
H 0.9351 -0.3112 5.8968  0.00
H -0.8155 -0.3116 5.6706  0.00
H 0.1744 1.0944 6.2688  0.00
H 0.9887 1.4950 4.0109  0.00
H 0.5185 -0.0537 3.4436  0.00
H -2.1421 1.7241 1.8861  0.00
H -1.0643 0.4974 1.6463  0.00
H 0.9057 2.1994 1.5264  0.00
H -0.2207 3.4614 1.6467  0.00
H -0.4075 2.3260 0.2705  0.00
H -1.2192 2.4224 5.3488  0.00
H -0.6335 3.3016 3.9490  0.00
H -3.0352 3.7149 4.8816  0.00
H -2.9151 3.6320 3.2340  0.00
H -3.5245 2.1571 4.0457  0.00

total charge	-2
2S+1	5
orbital gap (alpha / beta)	4.2974 / 4.5872	eV

No. 3
A cluster of 4 separate species, C24H60F6N3O3P in total at a distorted geometry, computed with the ωB97M-V functional and the def2-TZVPD basis.

Last column: Mulliken charge in e.
CARTESIAN COORDINATES (ANGSTROEM)
C -0.1593 6.8754 -4.2096  -1.56
C -0.7311 5.8714 -3.2393  -0.59
N -1.1188 6.4039 -1.8016  0.43
C 0.2070 6.9568 -1.1136  -1.08
C -2.1079 7.6037 -2.0441  -0.41
C -3.2491 7.3095 -3.2460  -1.08
C -1.7325 5.2281 -1.0697  -0.55
C -0.8307 4.4340 -0.1750  -0.95
O 0.4460 4.0425 -0.7868  -0.30
C 1.1204 3.0372 0.0512  -0.63
H 0.8940 6.5959 -4.2339  0.48
H -0.1046 7.9516 -4.0457  0.33
H -0.5806 6.7211 -5.2029  0.35
H -0.0006 5.0836 -3.0552  0.40
H -1.6066 5.3917 -3.6769  0.60
H -0.1028 7.4307 -0.1822  0.43
H 0.5462 7.7505 -1.7793  0.52
H 1.0735 6.3007 -1.0312  0.28
H -1.6353 8.4956 -2.4557  0.39
H -2.7700 7.6403 -1.1790  0.40
H -3.8144 6.4118 -2.9955  0.32
H -2.9134 7.2265 -4.2797  0.29
H -3.9169 8.1687 -3.3082  0.42
H -2.1455 4.4747 -1.7404  0.44
H -2.5351 5.6218 -0.4460  0.22
H -1.3913 3.5191 0.0169  0.60
H -0.6429 4.9867 0.7455  0.48
H 2.1884 2.9792 -0.1589  0.38
H 0.7617 2.0433 -0.2163  -0.11
H 1.0081 3.2527 1.1137  0.46
C 2.5967 -3.5437 5.6037  -1.44
C 1.9876 -3.4955 4.2183  -0.51
N 1.6873 -4.8540 3.4934  0.28
C 0.4637 -5.4924 4.2049  -1.04
C 1.2262 -4.5867 2.0357  -0.50
C 0.9325 -5.9141 1.2294  -1.39
C 2.8844 -5.8663 3.6345  -0.74
C 4.1605 -5.1803 3.0759  -0.61
O 4.4041 -5.3761 1.6469  -0.34
C 5.2156 -4.3846 1.1074  -0.75
H 3.5568 -4.0520 5.6928  0.27
H 1.8847 -3.9692 6.3109  0.36
H 2.8275 -2.5463 5.9779  0.44
H 2.7070 -2.9729 3.5879  0.19
H 1.1534 -2.8380 3.9735  0.65
H -0.4085 -4.8466 4.1036  0.39
H 0.6808 -5.7318 5.2459  0.43
H 0.1736 -6.4691 3.8175  0.41
H 1.8333 -3.9904 1.3545  0.28
H 0.4077 -3.8683 2.0814  0.75
H 0.9584 -6.8096 1.8502  0.37
H 1.6659 -6.1241 0.4510  0.37
H -0.0705 -5.7539 0.8339  0.23
H 2.6381 -6.7763 3.0874  0.53
H 3.0304 -6.1949 4.6634  0.52
H 4.9128 -5.7102 3.6602  0.47
H 4.4047 -4.1588 3.3675  0.40
H 5.2579 -3.3982 1.5695  0.31
H 4.9316 -4.0888 0.0975  0.28
H 6.2087 -4.8250 1.0186  0.32
C -0.3192 1.0927 -2.8940  -1.18
C -1.5832 0.9776 -1.9662  -0.46
N -2.0407 -0.5215 -1.6897  0.86
C -0.9436 -1.1531 -0.8232  -1.22
C -3.2835 -0.6372 -0.7837  -0.44
C -3.5978 0.4411 0.2729  -1.35
C -2.2681 -1.2573 -3.0707  -0.58
C -2.9572 -2.5961 -2.9079  -0.76
O -1.9274 -3.5060 -2.4458  -0.32
C -2.4006 -4.6946 -1.7734  -0.47
H 0.5881 0.8667 -2.3337  0.33
H -0.2732 2.1391 -3.1956  0.17
H -0.3411 0.5340 -3.8297  0.44
H -2.3771 1.5668 -2.4252  0.55
H -1.3680 1.4466 -1.0061  0.16
H -0.6298 -0.4511 -0.0506  0.44
H -0.0855 -1.3548 -1.4644  0.35
H -1.2905 -2.0774 -0.3613  0.30
H -3.4518 -1.6185 -0.3400  0.36
H -4.0684 -0.6136 -1.5396  0.49
H -4.6384 0.4833 0.5947  0.45
H -3.4025 1.4636 -0.0504  0.21
H -3.0923 0.2084 1.2101  0.36
H -1.2681 -1.2627 -3.5044  0.40
H -2.9383 -0.5590 -3.5720  0.29
H -2.9861 -2.9683 -3.9320  0.53
H -4.0097 -2.6011 -2.6247  0.44
H -3.3284 -4.5097 -1.2320  0.35
H -1.6664 -4.9592 -1.0124  -0.05
H -2.5970 -5.5281 -2.4477  0.35
P 2.2934 -0.0474 1.9762  1.41
F 2.0491 -0.1765 0.3569  -0.39
F 3.6658 -0.9634 1.9417  -0.35
F 3.1485 1.3656 1.6709  -0.38
F 2.6117 0.0537 3.5863  -0.38
F 0.9188 0.7805 2.2315  -0.39
F 1.3898 -1.3537 2.1856  -0.43

total charge	+2
2S+1	1
orbital gap	9.3287	eV

no.,E_tot (eV)
1,-152917.4220
2,-116323.9719
3,-62053.8947